Here is a structure of composition C20H17BrF24IN2O3 from OMol25. Energies are from wB97M-V/def2-TZVPD.

Structure (XYZ):
```
68
Properties=species:S:1:pos:R:3
C 4.8231 -3.2008 -2.1524
O 3.8488 -2.3213 -2.7000
F -3.6197 -3.5806 -0.0666
F -1.5525 -2.5207 1.2687
H 6.3111 -5.4643 -3.2352
C 0.7564 5.1729 3.8095
H -4.8348 -3.3499 3.4722
H 1.7723 3.8948 0.9912
F 2.4350 -3.8286 -4.6292
H -6.0405 -2.8941 4.6535
C 0.9286 5.7466 0.4907
F -0.4066 5.5199 0.4864
C -0.4085 -0.9500 -2.8792
F 1.6512 6.1749 3.8168
F 3.7984 -0.6356 -4.1025
H -1.8208 -4.3137 -0.5355
C -0.6680 5.6724 4.0754
F -1.1500 6.3871 3.0433
F -0.6810 6.4598 5.1713
H 2.5830 5.1878 1.8167
H -1.5026 0.8543 -3.3658
F 4.8351 -5.1289 -4.5325
C -1.7275 -2.1993 -0.0480
F 0.6866 -0.4253 -3.4803
C 5.2220 -5.5315 -3.3079
F 3.2231 -4.9387 -2.1728
I -3.8850 1.2934 6.7584
C -4.5432 -0.6946 2.5540
C -3.9616 0.4903 2.5497
C 1.5964 4.8262 1.5273
C -1.6282 -0.2270 -3.4589
O 0.8367 4.4132 2.6612
F 1.0729 4.3527 4.8410
Br -2.9374 2.7694 3.7874
H -1.3341 4.8192 4.2414
H 2.2857 7.4417 0.4330
C 4.5585 -4.7159 -2.1947
H 0.2349 -2.6665 -0.8964
C -0.3409 -1.7963 -0.5799
H 0.1830 -1.4010 0.2898
H -6.3470 -2.6882 2.8871
C -2.4172 -3.4091 -0.6810
C -3.7683 1.1065 3.7693
F 4.9584 -2.3786 -4.6656
F 1.3985 5.3454 -0.7228
F -1.7572 -0.5536 -4.7602
N -4.1791 0.4710 4.8518
N -4.7910 -0.6984 4.8814
F 0.8194 7.7769 1.7446
C -4.9798 -1.2951 3.7331
C 3.8299 -1.9864 -4.0426
O -0.2507 -0.7371 -1.5225
F 4.8626 -6.8290 -3.1688
H 5.8261 -2.9548 -2.5014
F 0.5379 7.8748 -0.4147
F -2.6500 -3.2349 -1.9898
H -4.7154 -1.2165 1.6233
F -0.4051 -2.2691 -3.1628
H 1.6868 -2.0188 -4.3323
F -2.7589 -0.5895 -2.8160
C 1.2182 7.2480 0.5706
F 2.6436 -2.2021 -6.0709
C 2.5702 -2.4907 -4.7508
H 4.8145 -2.9546 -1.0912
F -2.5588 -1.1258 -0.0714
C -5.6200 -2.6227 3.6908
H -3.6241 0.9565 1.6393
F 5.0570 -5.2157 -1.0276
```

Highest occupied orbital energy   -13.2 eV
Charge   +1
Largest force on an atom   0.0471 hartree/bohr
Gap between HOMO and LUMO   8.1 eV

Löwdin population analysis, charges in e, atoms 1 to 8: -0.04, 0.04, 0.08, 0.09, 0.17, -0.54, 0.11, 0.15

=====

Here is a cluster of 2 separate species, C3H8NO in total from OMol25. Energies are from wB97M-V/def2-TZVPD.

Structure (XYZ):
```
13
Properties=species:S:1:pos:R:3
H -2.1397 2.2462 0.9313
H -1.7164 1.5550 2.5115
H -1.5647 0.4643 0.9889
H 0.0509 -3.0974 -2.1698
N -0.1230 1.8731 1.4170
H 0.5525 0.5253 0.1947
C -1.4870 1.4891 1.3849
C 0.9099 1.2635 0.8940
C 0.7604 -2.1708 -1.9607
O 0.7540 -1.4649 -0.7090
H 1.7260 -2.4598 -2.1955
H 0.3953 -1.5311 -2.7139
H 1.8817 1.3075 1.4267
```

Highest occupied orbital energy   -2.1 eV
Charge   -1
Largest force on an atom   0.0896 hartree/bohr
Gap between HOMO and LUMO   6.4 eV

Löwdin population analysis, charges in e, atoms 1 to 8: 0.06, 0.09, 0.07, 0.05, -0.17, 0.01, -0.20, -0.04

=====

Here is an isolated molecule of C2Cl2F2O from OMol25. Energies are from wB97M-V/def2-TZVPD.

Structure (XYZ):
```
7
Properties=species:S:1:pos:R:3
O -0.7699 -0.4394 -0.6397
Cl -1.1512 1.6853 0.9688
C 0.5610 -0.1404 -0.7781
F 0.9407 0.9119 -1.4751
Cl -0.4489 -1.0206 1.9652
C -0.5975 0.0965 0.6859
F 1.4658 -1.0933 -0.7270
```

Highest occupied orbital energy   -9.0 eV
Largest force on an atom   0.1219 hartree/bohr
Structure (SMILES)   FC1(F)OC1(Cl)Cl
Gap between HOMO and LUMO   9.5 eV

Just the Löwdin charges please, in e? Sure, here they are: -0.04, 0.69, -0.50, 0.17, 0.69, -1.20, 0.17

=====

Here is a cluster of 2 separate species, C4H6O2 in total from OMol25. Energies are from wB97M-V/def2-TZVPD.

Structure (XYZ):
```
12
Properties=species:S:1:pos:R:3
C 1.5131 -0.6117 -2.4074
C -0.8424 1.1446 -0.2391
H 2.0373 -1.2932 -3.0085
O -1.1941 0.2942 0.7605
C -0.2779 -0.6258 1.1412
O -2.0123 1.4137 -0.9192
H 0.2514 -0.9407 0.1765
H -0.2971 1.9906 0.0103
H -2.6821 0.8275 -0.6356
H -0.8730 -1.4415 1.3946
H 0.4885 -0.3152 1.8303
C 0.8538 -0.1209 -1.5368
```

Highest occupied orbital energy   -9.3 eV
Largest force on an atom   0.0956 hartree/bohr
Gap between HOMO and LUMO   9.0 eV

Löwdin population analysis, charges in e, atoms 1 to 8: -0.09, -0.13, -0.02, -0.09, -0.12, 0.09, 0.05, 0.12

=====

In a.u., the calculated total energy values for the records above are, in order, -6375.74348 -248.98819 -1271.46313 -306.26116.
In eV, the E_LUMO values for the records above are, in order, -5.14 4.22 0.54 -0.29.